(1)
{"formula": "C21H21GeReS2SbSe4", "method": "the ωB97M-V functional and the def2-TZVPD basis", "elements": ["Re", "C", "C", "S", "C", "C", "S", "H", "H", "H", "H", "H", "H", "Se", "Sb", "Se", "Se", "Se", "C", "Ge", "C", "C", "C", "C", "C", "C", "C", "C", "C", "C", "C", "C", "C", "C", "C", "C", "H", "H", "H", "H", "H", "H", "H", "H", "H", "H", "H", "H", "H", "H", "H"], "positions_angstrom": [[-1.32688, -1.47926, -0.88152], [1.38325, -1.21551, -4.61721], [0.71278, -1.68228, -3.36342], [-0.69148, -0.76611, -2.80717], [1.04915, -2.76512, -2.65266], [2.14863, -3.72093, -2.99037], [0.10262, -3.09844, -1.19818], [0.81918, -0.42019, -5.10163], [1.48955, -2.03827, -5.32524], [2.38418, -0.83837, -4.39543], [1.84091, -4.37327, -3.81093], [2.40866, -4.35108, -2.14168], [3.04150, -3.18300, -3.30896], [-8.11627, -1.43940, -1.03765], [-6.60900, -2.55324, -2.30874], [-3.82694, -0.79860, -1.10442], [-3.68310, -2.74463, 0.05970], [-5.41463, -4.15897, -0.35936], [1.37776, -1.71664, 1.79764], [0.37118, -0.41037, 0.76786], [-1.42467, -0.10219, 1.43354], [-2.08035, 1.09805, 1.09654], [-3.35320, 1.35206, 1.57091], [-3.99765, 0.40544, 2.36528], [-3.36187, -0.77877, 2.71954], [-2.07760, -1.03459, 2.25702], [1.34250, 1.14112, 0.15921], [1.65256, 1.36500, -1.15571], [2.39304, 2.49923, -1.54777], [2.80568, 3.39596, -0.60656], [2.50788, 3.20508, 0.76481], [2.93913, 4.13213, 1.74491], [2.65328, 3.93747, 3.06469], [1.91830, 2.80272, 3.46738], [1.48788, 1.89486, 2.54230], [1.76911, 2.06461, 1.16425], [1.22621, -1.52020, 2.86003], [2.43561, -1.59114, 1.57164], [1.08407, -2.74194, 1.58633], [-1.57067, 1.83587, 0.48523], [-3.84521, 2.28695, 1.33742], [-4.99329, 0.60930, 2.73783], [-3.85777, -1.48788, 3.36973], [-1.56671, -1.94120, 2.56569], [1.34271, 0.66539, -1.92002], [2.62923, 2.65216, -2.59202], [3.37248, 4.27187, -0.89666], [3.50400, 4.99910, 1.42638], [2.98829, 4.64861, 3.80703], [1.69722, 2.65437, 4.51589], [0.91880, 1.03423, 2.88453]], "atomic_forces_ev_per_a": [[0.068, 0.358, 0.853], [0.031, 0.006, -0.001], [-0.021, -0.045, -0.009], [-0.005, -0.006, -0.094], [0.013, 0.055, -0.037], [0.028, 0.009, 0.019], [-0.340, -0.171, -0.217], [0.001, 0.003, 0.001], [-0.003, 0.003, -0.002], [-0.001, 0.000, -0.005], [-0.001, 0.000, 0.001], [0.000, -0.001, -0.002], [0.000, -0.001, -0.002], [-0.338, 0.241, 0.249], [0.297, -0.187, -0.299], [-0.029, -0.162, -0.295], [-0.216, -0.045, 0.331], [0.264, -0.029, -0.162], [-0.067, -0.001, 0.096], [0.557, -0.066, -0.312], [-0.079, -0.119, -0.210], [-0.029, -0.003, -0.050], [0.011, 0.033, 0.042], [0.028, 0.022, 0.046], [0.002, 0.022, 0.015], [-0.059, -0.033, -0.025], [-0.157, 0.150, 0.123], [0.025, -0.024, -0.005], [0.014, -0.001, 0.023], [-0.006, -0.007, -0.011], [0.028, 0.013, -0.001], [-0.008, -0.006, 0.019], [0.001, 0.003, -0.012], [0.000, -0.004, 0.000], [-0.007, 0.016, 0.018], [-0.013, -0.013, -0.013], [0.038, 0.010, 0.001], [-0.005, 0.002, -0.027], [-0.022, 0.008, -0.003], [0.005, -0.006, -0.003], [0.001, -0.001, -0.005], [-0.003, -0.005, -0.006], [-0.001, -0.002, -0.001], [0.009, 0.000, -0.006], [-0.008, -0.015, -0.018], [-0.002, -0.004, -0.001], [0.000, 0.001, 0.000], [0.000, 0.001, 0.000], [0.001, 0.002, -0.001], [-0.001, -0.002, 0.000], [-0.003, 0.000, -0.001]], "nbo_charge": [0.09, -0.66, -0.18, 0.41, -0.14, -0.67, 0.32, 0.24, 0.25, 0.25, 0.26, 0.25, 0.25, -0.28, 0.88, -0.08, 0.23, -0.05, -1.07, 1.43, -0.51, -0.20, -0.18, -0.14, -0.22, -0.21, -0.39, -0.20, -0.23, -0.12, -0.06, -0.16, -0.19, -0.19, -0.17, -0.10, 0.26, 0.27, 0.25, 0.25, 0.25, 0.24, 0.25, 0.23, 0.19, 0.23, 0.23, 0.23, 0.24, 0.23, 0.18], "homo_energy_ev": [-12.958, -12.958], "e_above_lowest_ev": 0.0000, "total_charge": 2, "lumo_energy_ev": [-8.0, -9.0], "total_energy_ha": -13609.804826, "multiplicity": 2, "fmax_ha_per_bohr": 0.01803}


(2)
{"formula": "C21H21N3O3", "method": "the ωB97M-V functional and the def2-TZVPD basis", "elements": ["C", "O", "C", "C", "C", "C", "N", "C", "O", "N", "C", "C", "C", "C", "C", "C", "C", "C", "N", "C", "C", "C", "C", "C", "O", "C", "C", "H", "H", "H", "H", "H", "H", "H", "H", "H", "H", "H", "H", "H", "H", "H", "H", "H", "H", "H", "H", "H"], "positions_angstrom": [[-7.00415, -2.82337, -0.50051], [-5.65829, -2.95664, -0.10927], [-4.93627, -1.82962, 0.12504], [-3.61910, -2.01862, 0.54450], [-2.80373, -0.94076, 0.81519], [-3.26624, 0.36438, 0.65022], [-2.49678, 1.49305, 0.95103], [-1.16601, 1.76608, 0.72222], [-0.67273, 2.78559, 1.15250], [-0.52524, 0.82952, -0.04389], [0.81939, 0.78641, -0.41350], [1.22119, -0.22485, -1.28362], [2.53999, -0.32330, -1.68039], [3.48812, 0.58233, -1.22431], [4.93659, 0.45679, -1.62551], [5.66909, -0.29769, -0.54986], [5.64298, -1.68728, -0.50471], [6.29818, -2.33619, 0.52810], [6.95307, -1.70536, 1.48800], [6.97660, -0.38450, 1.44885], [6.35630, 0.36328, 0.46116], [3.08127, 1.58261, -0.35103], [1.76556, 1.69325, 0.05398], [-4.59126, 0.55187, 0.23657], [-5.11366, 1.82793, 0.12814], [-4.72306, 2.52700, -1.03859], [-5.41646, -0.53306, -0.01969], [-7.59297, -2.30026, 0.25927], [-7.09430, -2.29860, -1.45699], [-7.37980, -3.83913, -0.61130], [-3.26041, -3.02687, 0.67329], [-1.80864, -1.11231, 1.19712], [-3.01288, 2.27439, 1.33544], [-1.10105, 0.10034, -0.44204], [0.49345, -0.93630, -1.65032], [2.83035, -1.11172, -2.35998], [5.37553, 1.44874, -1.74530], [5.01316, -0.08150, -2.57190], [5.12242, -2.25239, -1.26310], [6.30209, -3.41677, 0.59351], [7.52350, 0.09615, 2.24986], [6.41260, 1.44134, 0.47665], [3.80457, 2.29452, 0.01856], [1.46182, 2.47922, 0.72428], [-5.07635, 2.01265, -1.93906], [-5.19294, 3.50628, -0.97266], [-3.63711, 2.64790, -1.10161], [-6.43064, -0.32805, -0.32218]], "atomic_forces_ev_per_a": [[-0.201, 0.012, -0.066], [0.276, -0.001, 0.095], [0.228, 0.128, 0.044], [-0.213, -0.116, -0.116], [-0.212, 0.054, 0.024], [-0.286, -0.094, -0.193], [-0.369, 0.334, 0.331], [-0.245, -0.076, -0.171], [0.276, 0.238, 0.105], [-0.329, -0.310, -0.119], [0.353, 0.072, -0.046], [-0.104, 0.055, 0.099], [0.028, 0.115, 0.042], [-0.026, 0.113, -0.177], [-0.095, -0.064, 0.164], [0.272, -0.068, 0.025], [0.087, 0.137, 0.078], [-0.186, -0.130, -0.237], [0.260, -0.248, 0.405], [-0.009, 0.275, 0.002], [-0.033, -0.151, -0.091], [-0.040, -0.203, -0.179], [-0.079, 0.131, 0.145], [0.283, 0.046, -0.082], [0.103, -0.510, 0.425], [0.073, 0.170, -0.370], [-0.155, -0.075, 0.012], [0.019, -0.005, -0.028], [0.002, -0.004, 0.040], [-0.023, 0.096, -0.006], [0.047, -0.128, 0.027], [0.079, -0.001, 0.046], [0.244, -0.049, -0.037], [0.075, 0.163, 0.079], [-0.078, -0.063, -0.046], [0.035, -0.074, -0.079], [0.019, -0.047, -0.074], [0.039, 0.076, -0.008], [-0.052, -0.082, -0.081], [-0.051, -0.090, -0.079], [0.022, 0.127, 0.027], [0.018, 0.118, 0.005], [0.084, 0.095, 0.048], [-0.016, 0.029, 0.014], [0.004, 0.021, 0.071], [0.045, -0.009, -0.060], [-0.062, -0.019, 0.034], [-0.108, 0.014, -0.039]], "nbo_charge": [-0.25, -0.49, 0.31, -0.26, -0.24, 0.13, -0.65, 0.79, -0.64, -0.62, 0.16, -0.25, -0.19, -0.05, -0.45, 0.04, -0.26, 0.04, -0.43, 0.05, -0.27, -0.14, -0.25, 0.27, -0.53, -0.25, -0.34, 0.18, 0.18, 0.20, 0.23, 0.23, 0.42, 0.41, 0.21, 0.21, 0.22, 0.22, 0.21, 0.19, 0.19, 0.21, 0.20, 0.26, 0.17, 0.20, 0.18, 0.23], "homo_energy_ev": -8.112, "e_above_lowest_ev": 2.4348, "lumo_energy_ev": 0.6, "smiles": "COc1ccc(NC(=O)Nc2ccc(Cc3ccncc3)cc2)c(OC)c1", "total_energy_ha": -1202.837036, "fmax_ha_per_bohr": 0.01306}